Run i
{"formula": "C6H9N2O2", "method": "ωB97M-V/def2-TZVPD", "s2": 0.7506, "multiplicity": 2, "charge": -2, "elements": ["C", "C", "C", "C", "N", "N", "H", "H", "H", "H", "H", "H", "C", "C", "O", "O", "H", "H", "H"], "positions_angstrom": [[0.02839, -3.22085, 2.48473], [1.72488, -0.75938, 0.51171], [-0.32405, -1.42461, 0.68448], [0.46917, -2.19875, 1.49279], [0.46715, -0.48685, 0.07110], [1.76515, -1.72261, 1.40338], [0.24037, 0.32484, -0.56650], [2.50319, -0.13157, 0.10511], [-1.39730, -1.38678, 0.58341], [0.82995, -3.93258, 2.71959], [-0.69559, -3.86729, 1.97376], [-0.22394, -2.76504, 3.45021], [-1.75479, 2.78408, -0.64929], [-0.77761, 2.30151, -1.76272], [0.30289, 1.79915, -1.34748], [-1.17787, 2.43931, -2.92853], [-2.04845, 1.90543, -0.06954], [-2.63151, 3.14998, -1.17769], [-1.21301, 3.45301, 0.01563]]}

Run ii
{"formula": "C6H9N2O2", "method": "ωB97M-V/def2-TZVPD", "s2": 0.7507, "multiplicity": 2, "charge": -2, "elements": ["C", "C", "O", "O", "H", "H", "H", "C", "C", "C", "C", "N", "N", "H", "H", "H", "H", "H", "H"], "positions_angstrom": [[-0.39663, -3.60213, -0.26159], [0.25519, -3.08279, -1.55141], [0.31882, -3.84977, -2.52653], [0.64863, -1.88115, -1.48805], [0.28322, -3.46073, 0.58217], [-0.63260, -4.66851, -0.29093], [-1.28951, -3.03252, -0.00768], [-0.13052, 3.84276, 0.85575], [0.44787, 0.33033, 1.13497], [-0.12269, 1.62952, -0.49708], [0.03536, 2.37857, 0.64380], [0.12121, 0.32520, -0.16824], [0.33622, 1.52211, 1.67556], [0.08658, -0.52914, -0.77452], [0.70422, -0.57495, 1.66089], [-0.24777, 1.86791, -1.54238], [0.48594, 4.41777, 0.14774], [0.21125, 4.14329, 1.84474], [-1.11480, 4.22425, 0.56280]]}

Run iii
{"formula": "C6H9N2O2", "method": "ωB97M-V/def2-TZVPD", "s2": 0.7510, "multiplicity": 2, "charge": -2, "elements": ["C", "C", "C", "C", "N", "N", "H", "H", "H", "H", "H", "H", "C", "C", "O", "O", "H", "H", "H"], "positions_angstrom": [[-2.61459, -0.62072, -1.71153], [0.49486, -2.36404, -1.76828], [-1.21713, -1.10246, -1.55095], [-0.33591, -0.72001, -0.55123], [-0.66495, -2.09465, -2.34288], [0.73318, -1.53294, -0.72129], [1.17678, -3.14622, -2.05560], [1.55035, -1.58840, -0.12670], [-0.48972, 0.06955, 0.18420], [-2.89414, -0.00961, -0.86401], [-3.33305, -1.35815, -2.04708], [-2.59785, 0.07134, -2.57794], [1.77095, 1.85585, 2.90277], [1.00108, 2.24545, 1.49955], [1.70202, 2.98257, 0.78509], [-0.10091, 1.69218, 1.38626], [2.18047, 2.81526, 3.23162], [2.60352, 1.20505, 2.65784], [1.03503, 1.59994, 3.67014]]}

Most stable structure - run ii; separation to the second - 0.147 eV.

Run i
{"formula": "C16H23N3O2S", "method": "ωB97M-V/def2-TZVPD", "smiles": "CCCCOC[C@H](O)CCc1n[nH]c(=S)n1-c1ccccc1", "multiplicity": 1, "charge": 0, "elements": ["C", "C", "C", "C", "O", "C", "C", "C", "H", "H", "C", "C", "N", "N", "C", "S", "N", "C", "C", "C", "C", "C", "C", "H", "H", "H", "H", "H", "H", "H", "H", "O", "H", "H", "H", "H", "H", "H", "H", "H", "H", "H", "H", "H", "H"], "positions_angstrom": [[4.68616, -0.00981, -0.36845], [3.41331, -0.80763, -0.10866], [2.52163, -0.93440, -1.34479], [1.79193, 0.35840, -1.68818], [0.83618, 0.65392, -0.68661], [0.23231, 1.90388, -0.88478], [-0.86657, 2.14005, 0.15967], [-0.32717, 2.03022, 1.60039], [0.75841, 1.92956, 1.58828], [-0.58534, 2.95142, 2.12757], [-0.92350, 0.85340, 2.38494], [-0.36674, -0.44538, 1.92723], [0.73912, -0.93940, 2.38257], [0.93976, -2.08830, 1.69978], [-0.03734, -2.31491, 0.78867], [-0.15959, -3.59163, -0.23337], [-0.90114, -1.25264, 0.95193], [-2.09216, -1.08199, 0.21701], [-2.03865, -1.05942, -1.17062], [-3.20711, -0.90619, -1.89363], [-4.42092, -0.77631, -1.23935], [-4.47071, -0.81366, 0.14399], [-3.30939, -0.97491, 0.87810], [-3.34618, -1.03682, 1.95614], [-5.41746, -0.72787, 0.65570], [-5.33066, -0.65455, -1.80747], [-3.16924, -0.88926, -2.97223], [-1.08563, -1.16046, -1.66390], [1.75502, -2.65655, 1.85390], [-2.00861, 0.86605, 2.28543], [-0.65807, 0.96504, 3.43741], [-1.48708, 3.38334, -0.07479], [-0.82663, 4.08318, -0.00479], [-1.66152, 1.40659, -0.00109], [0.98903, 2.70679, -0.80725], [-0.21566, 1.96255, -1.88951], [2.50456, 1.19228, -1.77278], [1.28248, 0.25691, -2.65980], [1.77613, -1.71303, -1.17872], [3.12529, -1.22616, -2.20609], [3.69329, -1.81159, 0.21794], [2.84209, -0.33685, 0.69299], [5.30148, 0.01805, 0.52793], [5.26562, -0.46662, -1.16817], [4.45922, 1.01475, -0.65256]]}

Run ii
{"formula": "C16H23N3O2S", "method": "ωB97M-V/def2-TZVPD", "smiles": "O=S1(=O)CCCC1.c1cc[nH]c1.c1cc[nH]c1.c1cc[nH]c1", "multiplicity": 1, "charge": 0, "elements": ["C", "C", "C", "S", "O", "O", "C", "H", "H", "H", "H", "H", "H", "H", "H", "N", "C", "C", "C", "C", "H", "H", "H", "H", "H", "N", "C", "C", "C", "C", "H", "H", "H", "H", "H", "N", "C", "C", "C", "C", "H", "H", "H", "H", "H"], "positions_angstrom": [[23.60601, -14.85702, -19.65455], [23.07532, -15.26104, -20.97614], [23.43949, -16.67911, -21.31601], [24.99366, -16.92646, -20.42464], [26.04336, -17.17268, -21.48752], [24.81152, -17.97974, -19.37643], [25.07003, -15.27698, -19.56490], [23.05180, -15.37140, -18.86947], [23.35638, -13.81505, -19.45433], [23.32864, -14.59290, -21.79925], [21.98748, -15.21926, -20.92180], [23.65938, -17.07086, -22.30912], [22.70925, -17.41998, -20.99047], [25.67199, -14.74279, -20.30001], [25.41430, -15.42718, -18.54166], [14.99515, -14.21464, -25.93555], [15.91564, -15.22578, -25.68456], [16.62064, -15.45331, -26.86504], [16.22072, -14.45500, -27.74306], [15.19343, -13.67494, -27.18290], [14.51314, -13.70699, -25.20750], [16.10407, -15.55116, -24.67213], [17.38637, -16.19416, -27.04168], [16.80651, -14.22891, -28.62178], [14.76009, -12.74511, -27.52061], [18.90783, -17.51521, -22.35958], [18.49090, -17.14462, -23.64084], [19.47692, -16.40208, -24.24411], [20.59250, -16.48899, -23.39200], [20.11897, -17.00392, -22.20649], [18.37332, -18.15863, -21.79353], [17.53496, -17.45381, -24.03703], [19.54194, -15.88689, -25.19109], [21.58738, -16.09539, -23.53932], [20.63891, -17.15590, -21.27216], [20.33512, -17.34058, -18.49750], [19.34146, -18.00148, -19.04186], [19.81613, -19.25795, -19.47590], [21.23718, -19.18505, -19.36130], [21.48989, -18.08382, -18.59511], [20.14699, -16.52288, -17.93528], [18.33373, -17.61406, -19.06963], [19.31260, -20.05184, -20.00750], [22.01565, -19.73608, -19.86800], [22.46089, -17.80465, -18.21351]]}

Most stable structure - run i; separation to the second - 3.303 eV.

Run i
{"formula": "C4H12F2NaO2S2", "method": "ωB97M-V/def2-TZVPD", "multiplicity": 1, "charge": -1, "elements": ["Na", "F", "F", "C", "S", "O", "C", "H", "H", "H", "H", "H", "H", "C", "S", "O", "C", "H", "H", "H", "H", "H", "H"], "positions_angstrom": [[-1.78100, -0.25629, 0.97149], [-1.33159, 1.44999, 2.49505], [-3.90834, -0.79293, 1.77632], [-0.73493, 1.13413, -3.44476], [-0.86725, 1.91503, -1.82632], [-1.64780, 0.97361, -1.01449], [0.88565, 1.73049, -1.39055], [-0.24631, 1.81168, -4.14529], [-1.75959, 0.93509, -3.75325], [-0.20575, 0.18584, -3.35969], [1.42277, 2.52478, -1.90594], [1.19330, 0.72873, -1.68216], [0.92010, 1.82189, -0.30769], [0.37089, -2.67265, 1.98894], [1.22247, -1.63743, 0.80193], [0.21129, -1.17031, -0.18958], [1.38967, -0.23368, 1.90567], [1.05267, -3.10088, 2.72473], [-0.07662, -3.49130, 1.42558], [-0.39926, -2.12075, 2.53061], [0.40352, 0.19832, 2.16842], [1.96007, 0.55001, 1.40759], [1.92605, -0.48336, 2.82337]]}

Run ii
{"formula": "C4H12F2NaO2S2", "method": "ωB97M-V/def2-TZVPD", "multiplicity": 1, "charge": -1, "elements": ["Na", "F", "F", "C", "S", "O", "C", "H", "H", "H", "H", "H", "H", "C", "S", "O", "C", "H", "H", "H", "H", "H", "H"], "positions_angstrom": [[0.13985, -1.63438, -1.15835], [0.55389, -3.93347, -0.63081], [0.36075, -1.60900, -3.69437], [3.14487, 1.75665, -1.33645], [2.69659, 0.54073, -0.02689], [1.22411, 0.22631, -0.19836], [3.58435, -1.03329, -0.62986], [4.14963, 2.17905, -1.32476], [2.40678, 2.55829, -1.36298], [3.05314, 1.27428, -2.30959], [3.59226, -0.88715, -1.70999], [2.92845, -1.85660, -0.34695], [4.65307, -1.08653, -0.42223], [-3.67873, 1.13631, 0.46328], [-3.26681, -0.58688, 0.88214], [-1.87695, -0.85990, 0.36298], [-3.05686, -0.17086, 2.71524], [-4.31941, 1.23976, -0.41245], [-2.96122, 1.95454, 0.52487], [-4.33264, 1.35626, 1.30716], [-2.05983, 0.22467, 2.90915], [-3.07242, -1.15489, 3.18381], [-3.86285, 0.36608, 3.21541]]}

Most stable structure - run i; separation to the second - 1.348 eV.

Run i
{"formula": "H4N5", "method": "ωB97M-V/def2-TZVPD", "multiplicity": 1, "charge": 1, "elements": ["N", "N", "N", "N", "N", "H", "H", "H", "H"], "positions_angstrom": [[3.19324, 0.41013, -0.07245], [0.96610, -0.00140, -0.25183], [2.07578, 0.16032, -0.23279], [-1.70878, -0.36507, -0.08036], [-2.42410, 0.40204, 0.56759], [3.83317, 1.01470, -0.51076], [-0.53265, -0.31242, -0.03342], [-2.09585, -1.28331, -0.27148], [-3.30689, -0.02500, 0.88551]]}

Run ii
{"formula": "H4N5", "method": "ωB97M-V/def2-TZVPD", "smiles": "N#[N+]N(N)N", "multiplicity": 1, "charge": 1, "elements": ["N", "N", "N", "N", "N", "H", "H", "H", "H"], "positions_angstrom": [[2.21702, -1.10894, 0.00517], [1.40548, -0.54471, 0.54787], [-0.97281, 0.06134, 0.96402], [-0.23624, 0.24962, -1.11925], [-0.20174, -0.37532, -0.00985], [-0.64918, -0.49577, 1.70415], [-1.34186, 1.00151, 1.17111], [0.39366, -0.05155, -1.93692], [-0.61432, 1.26382, -1.32630]]}

Most stable structure - run ii; separation to the second - 1.050 eV.